(1)
Molecular formula: C30H37N4O3RuSSbSe2Te2
Method: DFT, wB97M-V/def2-TZVPD

For the maximum force, the calculation gives 0.03332 Eh/bohr. The value obtained for the gap between HOMO and LUMO (spin up / spin down) is 5.1 / 5.2 eV. The calculation puts the HOMO energy (spin up / spin down) at -8.350 / -8.302 eV. As for the LUMO energy (spin up / spin down): -3.27 / -3.08 eV. As for the total charge: +1. As for the energy above the lowest of the compared OMol25 structures with the same formula, charge and spin: 0.445 eV. Its multiplicity is 2.

The geometry in XYZ format:
```
81
Properties=species:S:1:pos:R:3:forces:R:3
Ru 0.0242 0.8992 1.6024 -0.5 1.0 0.6
C -0.7818 -2.2911 6.4562 -0.1 -0.2 0.0
N -0.7759 -1.0733 5.6789 0.0 0.1 0.0
C -1.1045 0.1273 6.4211 -0.1 0.4 -0.1
C -0.6860 -1.0031 4.3440 0.2 -0.4 -0.1
O -0.9662 0.0203 3.7271 0.2 -0.2 -0.6
C -0.1845 -2.2406 3.5989 0.0 -0.1 0.0
O 0.1287 -1.9006 2.2661 0.0 -0.2 0.1
C 1.3608 -2.3798 1.7694 -0.1 0.2 -0.1
C 2.3704 -1.2211 1.7147 0.1 -0.7 -0.6
O 2.0772 -0.1439 2.2358 -1.0 1.1 -0.2
N 3.5367 -1.4085 1.0822 -0.4 0.3 0.3
C 4.4602 -0.2982 0.9521 0.1 0.4 0.1
C 4.0050 -2.6483 0.5094 0.1 -0.2 0.0
H -0.2994 -2.1051 7.4153 0.1 0.0 -0.1
H -1.8100 -2.6063 6.6525 0.0 -0.1 0.0
H -0.2642 -3.1006 5.9530 0.1 0.0 0.0
H -0.4274 0.2252 7.2695 0.0 -0.1 0.0
H -0.9806 0.9886 5.7654 -0.1 -0.1 0.1
H -2.1330 0.0983 6.7852 0.0 0.0 0.0
H 0.6976 -2.6313 4.1162 -0.1 0.0 0.0
H -0.9710 -3.0106 3.5871 0.2 0.1 0.2
H 1.7516 -3.1998 2.3847 0.0 0.1 -0.1
H 1.1641 -2.7320 0.7505 0.2 -0.1 0.2
H 4.0096 0.5904 1.3943 0.1 -0.1 -0.1
H 5.4004 -0.5252 1.4582 0.0 0.0 0.0
H 4.6707 -0.1155 -0.1037 0.0 0.0 0.0
H 3.2401 -3.4183 0.5334 0.0 0.0 0.0
H 4.3075 -2.4780 -0.5274 -0.1 0.0 0.0
H 4.8835 -2.9995 1.0592 -0.1 0.0 0.0
Se 1.0660 2.6353 0.0809 0.1 -1.2 0.9
Te 0.3055 4.9130 0.6511 -0.3 -0.1 0.4
Te 0.6102 4.8050 3.4127 0.1 0.9 -0.5
Se 0.5602 2.3937 3.8133 -0.1 -1.3 -1.1
C -3.0054 3.2173 2.4368 0.1 0.0 0.0
C -3.2702 1.8475 1.9412 0.1 0.7 0.2
N -2.3768 1.0041 1.4701 1.6 0.4 0.0
C -3.0437 -0.1453 1.1517 -0.4 -0.4 -0.2
C -4.3673 0.0163 1.4241 0.2 -0.5 -0.2
N -4.4990 1.2834 1.9210 0.3 0.1 0.0
H -2.0076 3.2416 2.8753 0.0 0.1 0.0
H -3.7284 3.4921 3.2013 0.0 0.1 0.0
H -3.0482 3.9497 1.6280 0.0 0.0 0.0
H -2.5226 -0.9950 0.7515 0.0 -0.1 0.0
H -5.2020 -0.6438 1.3161 -0.1 -0.2 0.0
H -5.3606 1.7142 2.2186 0.2 0.0 0.0
S -0.0281 -0.6696 -0.5266 -0.1 0.7 0.9
Sb 0.1364 0.2833 -2.6228 -0.1 0.2 -0.3
C -1.3195 -0.9242 -3.5976 0.6 0.3 0.2
C -0.9569 -1.8145 -4.5906 0.1 0.1 -0.1
C -1.9101 -2.6669 -5.1216 0.0 -0.1 0.0
C -3.2138 -2.6264 -4.6573 0.0 -0.1 -0.1
C -3.5694 -1.7345 -3.6599 -0.1 0.0 0.1
C -2.6196 -0.8869 -3.1224 -0.1 0.3 0.2
C 2.0554 -0.3987 -3.3216 -0.7 0.4 0.2
C 2.3034 -1.7484 -3.1127 -0.3 -0.1 0.1
C 3.5012 -2.3027 -3.5264 0.0 -0.1 0.0
C 4.4526 -1.5063 -4.1451 0.0 0.0 0.0
C 4.2154 -0.1530 -4.3220 0.1 0.1 0.0
C 3.0177 0.4092 -3.9021 0.0 0.1 -0.1
C -0.3757 2.3474 -3.0534 0.3 -0.9 0.2
C 0.3033 3.0821 -4.0085 0.1 -0.2 -0.1
C -0.0212 4.4168 -4.1907 0.1 0.1 0.0
C -1.0166 5.0023 -3.4294 0.0 0.0 0.0
C -1.7159 4.2488 -2.4995 -0.1 -0.1 0.0
C -1.3930 2.9158 -2.3064 -0.2 -0.1 0.2
H 0.0625 -1.8376 -4.9474 0.1 -0.1 -0.1
H -1.6289 -3.3663 -5.8916 0.0 -0.1 -0.1
H -3.9528 -3.2916 -5.0764 -0.1 -0.1 0.0
H -4.5857 -1.7071 -3.2945 -0.1 0.0 0.0
H -2.8852 -0.2003 -2.3258 -0.1 0.0 0.0
H 1.5505 -2.3574 -2.6237 0.1 -0.1 0.0
H 3.6913 -3.3552 -3.3719 0.0 -0.1 0.0
H 5.3775 -1.9426 -4.4908 0.1 0.0 0.0
H 4.9641 0.4713 -4.7878 0.0 0.0 0.0
H 2.8491 1.4687 -4.0285 0.0 0.1 0.0
H 1.0657 2.6258 -4.6220 0.1 0.0 0.0
H 0.5144 4.9995 -4.9237 0.0 0.1 -0.1
H -1.2545 6.0450 -3.5649 0.0 0.1 0.0
H -2.5070 4.7016 -1.9211 -0.1 0.0 0.1
H -1.9188 2.3268 -1.5627 0.0 0.1 0.1
```
Forces are in eV/Å.

***

(2)
Molecular formula: C30H37N4PS4Sr
Method: DFT, wB97M-V/def2-TZVPD

For the maximum force, the calculation gives 0.02284 Eh/bohr. The value obtained for the gap between HOMO and LUMO is 5.3 eV. The calculation puts the HOMO energy at -5.740 eV. As for the LUMO energy: -0.42 eV. As for the total charge: 0. As for the energy above the lowest of the compared OMol25 structures with the same formula, charge and spin: 2.019 eV.

The geometry in XYZ format:
```
77
Properties=species:S:1:pos:R:3:forces:R:3
Sr 1.5021 -0.1536 -0.6597 -0.7 -0.1 -0.3
C 1.5666 -3.9832 -0.7226 -0.2 -0.1 -0.1
C 2.8160 -3.6381 -1.2171 0.0 0.0 -0.1
C 3.8231 -3.2461 -0.3475 0.1 0.0 0.0
C 3.5832 -3.2085 1.0170 0.1 0.0 0.1
C 2.3373 -3.5570 1.5130 0.0 0.0 0.1
C 1.3288 -3.9408 0.6428 -0.1 0.0 0.0
H 0.7856 -4.3062 -1.3996 0.0 0.1 0.0
H 3.0101 -3.6955 -2.2809 0.0 0.0 0.0
H 4.7965 -2.9727 -0.7316 0.0 0.1 0.0
H 4.3714 -2.9115 1.6940 0.0 0.1 0.0
H 2.1560 -3.5402 2.5786 0.0 0.1 0.0
H 0.3620 -4.2339 1.0314 -0.1 0.0 0.0
S 4.1304 0.3182 -0.2853 0.5 -0.6 -0.5
C 4.0786 1.3650 1.1020 0.1 0.3 0.3
C 5.2280 2.1382 1.2777 0.2 0.2 0.2
C 5.3828 3.0019 2.3397 0.1 0.1 0.1
C 4.3651 3.1208 3.2705 -0.1 0.2 0.1
C 3.2122 2.3797 3.1063 0.1 0.2 0.2
C 3.0358 1.4915 2.0441 0.1 0.2 0.0
S 1.4972 0.6356 2.0280 -0.2 -0.3 0.1
H 6.0166 2.0317 0.5445 0.0 0.0 0.0
H 6.2899 3.5792 2.4457 0.1 0.0 0.0
H 4.4599 3.7943 4.1129 0.0 0.0 0.0
H 2.4118 2.4746 3.8294 0.0 0.0 0.0
C 2.5532 1.5651 -3.4441 0.0 0.0 0.1
C 1.3340 0.9243 -4.0163 -0.2 0.1 -0.3
C 1.0394 1.0871 -5.3858 -0.2 -0.1 -0.2
C -0.0565 0.4718 -5.9163 0.2 0.1 0.1
C -0.9111 -0.2703 -5.0776 0.2 0.1 0.3
C -2.0702 -0.8983 -5.5646 -0.3 -0.1 0.0
C -2.9270 -1.5140 -4.6923 0.0 0.1 -0.5
C -2.6494 -1.5315 -3.3299 0.4 0.1 0.1
C -1.4834 -0.9894 -2.8166 -0.5 -0.2 -0.1
S -1.2254 -1.1249 -1.1192 0.3 -0.2 0.6
C -0.5748 -0.3291 -3.6946 -0.8 -0.3 -0.8
N 0.5519 0.2342 -3.2177 0.6 0.2 0.6
H 3.1025 2.0944 -4.2173 0.1 0.1 0.0
H 3.2112 0.8222 -2.9931 0.1 0.1 0.0
H 2.2722 2.2726 -2.6631 0.1 0.1 0.1
H 1.6925 1.6980 -5.9907 0.0 0.0 -0.1
H -0.2927 0.5549 -6.9684 0.0 0.0 -0.1
H -2.2776 -0.8704 -6.6235 0.0 0.0 -0.1
H -3.8268 -1.9874 -5.0549 -0.1 0.0 -0.1
H -3.3469 -1.9916 -2.6428 0.0 -0.1 0.0
C 0.2401 3.9319 1.0373 0.1 0.0 -0.4
S 0.2705 3.2541 -0.6441 -0.1 -0.3 0.0
C -1.4922 3.3770 -1.0590 0.5 0.0 0.2
H 0.3317 5.0131 0.9884 -0.1 0.1 0.1
H 1.0794 3.5024 1.5748 0.1 0.0 0.1
H -0.6896 3.6481 1.5202 -0.1 -0.1 0.1
H -2.0841 2.8282 -0.3310 -0.1 -0.1 0.0
H -1.6115 2.9318 -2.0397 -0.1 0.0 -0.2
H -1.7820 4.4230 -1.0821 -0.2 0.1 0.0
C -4.2919 -1.6860 3.0285 -0.4 -0.1 0.3
N -3.4861 -1.7675 1.7517 -0.4 -0.2 -0.2
C -3.6128 -0.4272 1.0326 -0.1 0.4 -0.6
N -3.2077 0.6339 1.8716 -0.4 0.3 0.0
C -3.9934 0.6642 3.0862 -0.2 0.0 0.0
N -3.8879 -0.5869 3.8290 -0.4 0.1 0.1
C -2.5568 -0.7621 4.3894 0.6 -0.1 0.0
P -1.1706 -0.8324 3.1072 -0.6 -0.3 0.1
C -2.0631 -2.0962 2.0160 0.9 0.2 0.4
C -1.7760 0.6295 2.1158 0.6 -0.1 0.1
H -4.1543 -2.6204 3.5840 0.0 0.1 -0.2
H -5.3461 -1.5706 2.7455 0.2 -0.1 -0.1
H -3.8767 -2.4916 1.1451 0.0 0.1 0.0
H -4.6648 -0.3144 0.7519 0.0 -0.1 0.1
H -2.9645 -0.4791 0.1416 -0.3 -0.1 0.2
H -5.0466 0.8295 2.8263 0.1 0.0 0.1
H -3.6415 1.4787 3.7219 -0.1 0.0 0.0
H -2.5433 -1.6800 4.9854 0.1 0.1 0.0
H -2.3627 0.0722 5.0678 0.1 -0.1 0.0
H -2.0093 -3.0828 2.4885 -0.1 0.1 -0.1
H -1.5373 -2.1199 1.0531 -0.2 -0.2 0.2
H -1.2503 0.5983 1.1564 0.0 0.2 0.1
H -1.4791 1.5430 2.6342 0.0 0.0 -0.1
```
Forces are in eV/Å.

***

(3)
Molecular formula: C30H37N4PS4Sr
Method: DFT, wB97M-V/def2-TZVPD

For the maximum force, the calculation gives 0.00590 Eh/bohr. The value obtained for the gap between HOMO and LUMO is 6.0 eV. The calculation puts the HOMO energy at -6.211 eV. As for the LUMO energy: -0.24 eV. As for the total charge: 0. As for the energy above the lowest of the compared OMol25 structures with the same formula, charge and spin: 0.986 eV.

The geometry in XYZ format:
```
77
Properties=species:S:1:pos:R:3:forces:R:3
Sr 0.3928 -0.2243 -1.2264 0.1 0.1 -0.2
C 2.3327 3.1247 -1.6985 0.0 0.0 0.0
C 3.4025 2.3575 -1.2571 0.0 0.0 0.0
C 3.7326 1.1839 -1.9190 0.0 0.0 0.0
C 3.0009 0.7873 -3.0334 0.0 0.0 0.0
C 1.9285 1.5564 -3.4772 0.0 0.0 0.0
C 1.5852 2.7210 -2.7990 0.0 -0.1 0.0
H 2.0730 4.0345 -1.1731 0.0 0.0 0.0
H 3.9574 2.6545 -0.3776 0.0 0.0 0.0
H 4.5474 0.5704 -1.5561 0.0 0.0 0.0
H 3.2593 -0.1255 -3.5573 0.0 0.0 0.0
H 1.3451 1.2380 -4.3290 0.0 0.0 0.0
H 0.7319 3.2991 -3.1305 0.0 0.0 0.0
S -0.6290 -0.5456 -3.8887 0.0 0.0 0.0
C -2.1311 -1.1771 -3.2077 0.0 0.0 0.1
C -2.6679 -2.3502 -3.7664 0.0 0.0 0.0
C -3.8724 -2.8898 -3.3576 0.0 0.0 0.0
C -4.6000 -2.2567 -2.3557 0.0 0.0 0.0
C -4.0846 -1.1151 -1.7708 0.0 0.0 0.0
C -2.8544 -0.5645 -2.1539 0.1 0.0 0.0
S -2.2992 0.8772 -1.2656 0.0 0.0 0.0
H -2.1059 -2.8228 -4.5625 0.0 0.0 0.0
H -4.2484 -3.7906 -3.8269 0.0 0.0 0.0
H -5.5566 -2.6484 -2.0322 0.0 0.0 0.0
H -4.6386 -0.6135 -0.9855 0.0 0.0 0.0
C 0.6158 -3.4864 -2.0494 0.0 0.0 0.0
C 1.8373 -3.3529 -1.1897 0.0 0.0 0.0
C 2.7693 -4.4135 -1.1075 0.0 0.0 0.0
C 3.8587 -4.2715 -0.3068 0.0 0.0 0.0
C 4.0315 -3.0964 0.4587 0.0 0.0 0.0
C 5.1355 -2.9430 1.3256 0.0 0.0 0.0
C 5.2390 -1.8050 2.0720 0.0 0.0 0.0
C 4.2521 -0.8086 1.9894 0.0 0.0 0.0
C 3.1506 -0.9037 1.1587 0.0 0.1 0.0
S 1.9611 0.3861 1.1883 -0.1 0.0 0.1
C 3.0491 -2.0827 0.3430 0.0 0.0 0.0
N 1.9921 -2.2332 -0.5158 0.0 0.0 0.1
H 0.5683 -4.4663 -2.5211 0.0 0.0 0.0
H 0.5776 -2.7291 -2.8407 0.0 0.0 0.0
H -0.2911 -3.3626 -1.4505 0.0 0.0 0.0
H 2.6077 -5.3104 -1.6895 0.0 0.0 0.0
H 4.6019 -5.0572 -0.2333 0.0 0.0 0.0
H 5.8752 -3.7315 1.3848 0.0 0.0 0.0
H 6.0761 -1.6653 2.7443 0.0 0.0 0.0
H 4.3379 0.0753 2.6081 0.0 0.0 0.0
C -2.3241 -2.8850 0.7450 0.0 0.0 0.0
S -1.0696 -1.6744 1.1976 -0.1 0.0 0.0
C 0.0258 -2.7234 2.1665 0.0 0.0 0.0
H -1.8629 -3.7513 0.2709 0.0 0.0 0.0
H -2.9952 -2.4103 0.0305 0.0 0.0 0.0
H -2.8833 -3.2073 1.6228 0.0 0.0 0.0
H -0.5013 -3.1184 3.0344 0.0 0.0 0.0
H 0.8543 -2.0965 2.4916 0.0 0.0 0.0
H 0.4084 -3.5435 1.5590 0.0 0.0 0.0
C -2.2935 2.9784 3.6429 0.0 0.0 0.0
N -2.4202 2.1127 2.4041 0.0 0.0 0.1
C -3.3269 2.8355 1.3995 -0.1 -0.1 0.0
N -2.8106 4.1251 1.1086 0.1 0.0 0.0
C -2.6756 4.9069 2.3272 0.0 0.0 0.0
N -1.7994 4.2768 3.3145 0.0 -0.1 0.0
C -0.4017 4.2520 2.8532 0.0 -0.1 0.1
P -0.1249 3.2954 1.2765 -0.3 0.0 -0.1
C -1.0682 1.7932 1.8277 0.1 -0.2 0.0
C -1.5549 4.0539 0.3467 0.0 0.1 -0.1
H -1.6243 2.4642 4.3327 0.0 0.0 0.0
H -3.2928 3.0528 4.0749 0.0 0.0 0.0
H -2.8649 1.2230 2.6377 0.0 0.0 0.0
H -4.3026 2.9104 1.8840 0.0 0.0 0.0
H -3.3770 2.1953 0.5159 0.0 0.0 0.0
H -3.6653 5.0294 2.7732 0.0 0.0 0.0
H -2.2780 5.8911 2.0828 0.0 0.0 0.0
H 0.2217 3.8185 3.6386 0.0 0.0 0.0
H -0.0690 5.2823 2.7170 0.0 0.0 0.0
H -0.5002 1.2524 2.5868 0.0 0.0 0.0
H -1.2636 1.1005 0.9981 0.1 0.2 0.1
H -1.7267 3.4725 -0.5631 0.0 0.0 0.0
H -1.2804 5.0651 0.0411 0.0 0.0 0.0
```
Forces are in eV/Å.